--- 1 ---
Below is a cluster of 7 separate species, C15H45NO12 in total, with properties calculated with ωB97M-V/def2-TZVPD.

The geometry in ORCA input format:
```
! RIJCOSX wB97M-V def2-TZVPD def2/J DEFGRID3
* xyz 0 1
C -2.15 3.29 5.90
C -3.10 2.23 6.46
O -3.39 2.36 7.83
O -2.82 4.51 5.67
H -1.72 3.09 4.92
H -1.22 3.43 6.45
H -2.69 1.23 6.35
H -3.98 2.42 5.84
H -4.06 3.05 7.93
H -2.69 4.67 4.73
C -5.52 2.07 -6.30
C -4.41 2.58 -5.36
O -4.88 2.85 -4.00
O -6.71 2.79 -6.13
H -5.53 0.98 -6.24
H -5.17 2.28 -7.31
H -4.06 3.54 -5.75
H -3.57 1.90 -5.23
H -5.61 3.45 -4.15
H -6.58 3.68 -6.46
C 8.00 -4.52 1.00
C 8.55 -5.12 -0.33
O 7.57 -5.87 -0.94
O 7.30 -3.29 0.86
H 8.80 -4.38 1.73
H 7.30 -5.14 1.57
H 9.32 -5.85 -0.05
H 9.06 -4.43 -1.01
H 6.90 -5.78 -0.26
H 7.18 -2.84 1.70
C 1.46 -9.49 1.30
C 2.11 -8.90 0.05
O 2.48 -7.58 0.33
O 0.25 -8.71 1.56
H 2.21 -9.33 2.09
H 1.22 -10.52 1.05
H 1.46 -8.83 -0.82
H 2.95 -9.57 -0.18
H 1.69 -7.10 0.61
H -0.40 -9.17 2.11
C -1.09 -0.89 0.57
C 0.31 -0.97 1.23
O 1.12 -1.78 0.48
O -1.90 0.30 0.80
H -1.71 -1.74 0.83
H -0.97 -1.04 -0.50
H 0.09 -1.29 2.25
H 0.78 0.01 1.29
H 2.04 -1.62 0.67
H -2.10 0.65 -0.07
C -3.76 -4.70 -4.57
O -4.29 -5.18 -5.73
H -2.69 -4.51 -4.46
H -4.33 -3.87 -4.15
H -3.97 -5.38 -3.75
H -4.02 -6.10 -5.60
C 1.96 7.66 0.97
C 1.49 6.26 0.29
C 0.00 6.13 -0.25
O -1.07 6.48 0.65
C -1.65 7.79 0.40
N 2.40 5.91 -0.82
H 2.13 8.56 0.37
H 2.84 7.51 1.58
H 1.23 7.88 1.75
H 1.48 5.49 1.07
H 0.00 5.07 -0.52
H -0.07 6.65 -1.21
H -2.48 7.81 1.10
H -2.07 7.96 -0.59
H -1.02 8.66 0.60
H 3.38 5.84 -0.57
H 2.38 6.46 -1.67
*
```

highest occupied orbital energy: -9.075 eV
SMILES: COC[C@H](C)N.OCCO.OCCO.OCCO.OCCO.OCCO.CO
lowest unoccupied orbital energy: 0.42 eV
M: 431.520 g mol⁻¹
frontier orbital gap: 0.3490 hartree

--- 2 ---
Below is a cluster of 7 separate species, C15H45NO12 in total, with properties calculated with ωB97M-V/def2-TZVPD.

The geometry in ORCA input format:
```
! RIJCOSX wB97M-V def2-TZVPD def2/J DEFGRID3
* xyz 0 1
C -1.15 2.20 3.67
C -2.10 1.14 4.22
O -2.39 1.27 5.60
O -1.82 3.42 3.43
H -0.71 2.00 2.69
H -0.22 2.34 4.22
H -1.69 0.14 4.12
H -2.98 1.33 3.61
H -3.06 1.96 5.70
H -1.69 3.58 2.49
C -3.65 1.13 -4.25
C -2.54 1.64 -3.32
O -3.01 1.91 -1.95
O -4.84 1.85 -4.08
H -3.65 0.04 -4.19
H -3.30 1.34 -5.26
H -2.19 2.60 -3.70
H -1.70 0.96 -3.18
H -3.74 2.51 -2.10
H -4.71 2.74 -4.41
C 5.12 -2.82 0.85
C 5.68 -3.42 -0.48
O 4.69 -4.17 -1.10
O 4.42 -1.59 0.71
H 5.92 -2.68 1.57
H 4.43 -3.44 1.41
H 6.44 -4.15 -0.20
H 6.18 -2.73 -1.16
H 4.02 -4.08 -0.41
H 4.30 -1.14 1.55
C 0.91 -6.28 1.01
C 1.56 -5.69 -0.24
O 1.92 -4.37 0.04
O -0.31 -5.50 1.27
H 1.65 -6.12 1.79
H 0.66 -7.31 0.75
H 0.90 -5.62 -1.11
H 2.39 -6.36 -0.47
H 1.14 -3.89 0.32
H -0.95 -5.96 1.82
C -0.96 -0.58 0.30
C 0.44 -0.67 0.96
O 1.24 -1.47 0.21
O -1.78 0.60 0.53
H -1.58 -1.44 0.56
H -0.85 -0.74 -0.77
H 0.21 -0.99 1.97
H 0.91 0.31 1.02
H 2.17 -1.31 0.40
H -1.98 0.95 -0.35
C -2.38 -2.91 -2.87
O -2.90 -3.40 -4.03
H -1.31 -2.72 -2.76
H -2.95 -2.09 -2.45
H -2.59 -3.60 -2.05
H -2.64 -4.32 -3.91
C 1.72 5.16 0.90
C 1.26 3.76 0.22
C -0.23 3.63 -0.32
O -1.30 3.98 0.58
C -1.88 5.29 0.33
N 2.17 3.41 -0.88
H 1.90 6.06 0.31
H 2.61 5.01 1.51
H 1.00 5.38 1.69
H 1.25 2.99 1.00
H -0.24 2.57 -0.58
H -0.30 4.15 -1.27
H -2.71 5.31 1.03
H -2.31 5.46 -0.65
H -1.25 6.16 0.53
H 3.14 3.34 -0.64
H 2.14 3.96 -1.73
*
```

highest occupied orbital energy: -9.133 eV
SMILES: COC[C@H](C)N.OCCO.OCCO.OCCO.OCCO.OCCO.CO
lowest unoccupied orbital energy: 0.42 eV
M: 431.520 g mol⁻¹
frontier orbital gap: 0.3509 hartree

In terms of stability, 2 leads; the second structure lies 1.156 eV higher.

--- 1 ---
Below is the molecule C9H9N3, with properties calculated with ωB97M-V/def2-TZVPD.

The geometry in ORCA input format:
```
! RIJCOSX wB97M-V def2-TZVPD def2/J DEFGRID3
* xyz 0 1
C 0.29 -2.40 -0.62
C 1.12 -1.27 -0.07
C 2.70 -0.24 1.08
C 0.85 0.09 0.07
C -0.32 0.80 -0.21
C -1.45 0.33 -1.00
C -2.60 1.05 -0.79
C -1.74 2.62 0.49
C -0.46 1.92 0.54
H -0.05 -2.20 -1.70
H 0.82 -3.48 -0.56
H -0.58 -2.45 0.25
H 2.79 -2.29 0.41
H 3.72 -0.17 1.53
H -1.40 -0.32 -1.81
H -3.58 0.80 -1.21
H -1.90 3.50 1.09
H 0.41 2.31 1.07
N 2.32 -1.47 0.60
N 1.93 0.74 0.84
N -2.86 2.11 -0.01
*
```

highest occupied orbital energy: -8.207 eV
SMILES: Cc1[nH]cnc1-c1ccncc1
lowest unoccupied orbital energy: 0.61 eV
M: 159.192 g mol⁻¹
frontier orbital gap: 0.3240 hartree

--- 2 ---
Below is the molecule C9H9N3, with properties calculated with ωB97M-V/def2-TZVPD.

The geometry in ORCA input format:
```
! RIJCOSX wB97M-V def2-TZVPD def2/J DEFGRID3
* xyz 0 1
C -2.06 1.29 -0.81
C -0.49 2.12 0.78
C -1.04 -1.80 0.81
C -0.82 1.27 -0.30
C 0.00 -0.83 0.78
C 0.19 0.09 -0.47
C 0.93 -0.64 1.90
C -0.44 -0.73 -1.61
C 1.60 0.64 -0.68
N -3.12 1.27 -1.31
N -0.37 2.72 1.75
N -1.72 -2.72 0.81
H 0.98 -1.58 2.62
H 0.60 0.28 2.31
H 1.95 -0.72 1.55
H 0.09 -1.60 -1.79
H -0.21 -0.23 -2.58
H -1.48 -1.06 -1.52
H 2.14 -0.20 -0.93
H 1.87 1.14 0.13
H 1.39 1.31 -1.43
*
```

highest occupied orbital energy (alpha / beta): -9.897 / -9.103 eV
lowest unoccupied orbital energy (alpha / beta): -1.41 / -2.63 eV
M: 159.192 g mol⁻¹
frontier orbital gap (alpha / beta): 0.3118 / 0.2380 hartree

In terms of stability, 1 leads; the second structure lies 3.444 eV higher.

--- 1 ---
Below is a structure of composition C6H8N2O2, with properties calculated with ωB97M-V/def2-TZVPD.

The geometry in ORCA input format:
```
! RIJCOSX wB97M-V def2-TZVPD def2/J DEFGRID3
* xyz 0 1
C -1.69 -2.28 -0.57
C -0.56 -1.29 -0.51
C -0.84 -0.15 0.51
C 1.53 0.72 0.25
C 2.14 1.97 0.41
C 0.99 2.83 0.65
H -0.61 -2.95 -2.07
H 0.33 -1.63 -0.17
H -0.69 -0.72 -1.29
H -0.99 -0.38 1.39
H -1.76 0.29 0.11
H 2.01 -0.22 -0.06
H 3.05 2.10 0.61
H 1.15 4.14 1.03
N 0.20 0.89 0.43
N -0.17 2.20 0.72
O -1.49 -3.31 -1.49
O -2.59 -2.21 0.04
*
```

highest occupied orbital energy: -9.305 eV
lowest unoccupied orbital energy: 0.30 eV
M: 140.142 g mol⁻¹
frontier orbital gap: 0.3530 hartree

--- 2 ---
Below is a cluster of 2 separate species, C6H8N2O2 in total, with properties calculated with ωB97M-V/def2-TZVPD.

The geometry in ORCA input format:
```
! RIJCOSX wB97M-V def2-TZVPD def2/J DEFGRID3
* xyz 0 1
C -0.07 -0.40 -1.98
C -0.66 1.17 -0.63
C -0.98 2.28 0.00
C 3.66 -0.38 0.83
C -0.15 -1.17 -0.75
C -1.25 -0.66 1.33
N -0.39 0.84 -1.92
N -0.28 -0.22 0.31
O 2.82 -1.14 0.58
O 4.38 0.46 1.15
H 0.32 -0.73 -3.05
H -1.21 2.28 1.04
H -1.16 3.22 -0.52
H -1.20 -1.85 -0.81
H 0.75 -1.78 -0.58
H -1.20 0.23 2.06
H -2.38 -0.51 1.14
H -0.98 -1.64 1.80
*
```

highest occupied orbital energy: -8.426 eV
SMILES: C=C1N=CCN1C.O=C=O
lowest unoccupied orbital energy: 0.46 eV
M: 140.142 g mol⁻¹
frontier orbital gap: 0.3266 hartree

--- 3 ---
Below is the molecule C6H8N2O2, with properties calculated with ωB97M-V/def2-TZVPD.

The geometry in ORCA input format:
```
! RIJCOSX wB97M-V def2-TZVPD def2/J DEFGRID3
* xyz 0 1
O 2.06 2.07 0.22
C 1.92 0.89 0.01
N 2.20 -0.22 0.78
C 1.68 -1.14 -0.23
C 0.26 -0.85 -0.58
C -0.79 -0.41 0.42
C -1.83 0.49 -0.21
N -2.84 0.89 0.59
C 1.38 0.04 -1.13
H 2.10 -0.30 1.79
H 2.22 -2.06 -0.49
H -0.12 -1.51 -1.36
H -1.25 -1.30 0.86
H -0.33 0.15 1.25
H 1.55 0.18 -2.19
O -1.68 0.99 -1.32
H -3.51 0.21 0.92
H -3.01 1.89 0.69
*
```

highest occupied orbital energy: -9.529 eV
SMILES: NC(=O)C[C@@H]1[C@@H]2NC(=O)[C@H]12
lowest unoccupied orbital energy: 0.68 eV
M: 140.142 g mol⁻¹
frontier orbital gap: 0.3751 hartree

--- 4 ---
Below is a cluster of 2 separate species, C6H8N2O2 in total, with properties calculated with ωB97M-V/def2-TZVPD.

The geometry in ORCA input format:
```
! RIJCOSX wB97M-V def2-TZVPD def2/J DEFGRID3
* xyz 0 1
C 0.27 -0.52 -1.18
C 1.80 -0.12 1.63
C -0.42 1.54 0.28
C -2.01 -0.12 -0.85
C -1.31 0.39 0.47
C 0.14 0.11 0.22
N -0.94 -0.58 -1.71
N 2.49 -1.12 1.11
O 1.34 -0.94 -1.58
O 1.79 0.69 2.49
H -0.56 2.17 -0.59
H -0.05 1.95 1.11
H -2.62 -1.06 -0.50
H -2.47 0.76 -1.31
H -1.98 0.17 1.37
H -1.13 -0.70 -2.62
H 2.33 -1.35 0.15
H 3.32 -1.28 1.53
*
```

highest occupied orbital energy: -8.676 eV
lowest unoccupied orbital energy: 0.83 eV
M: 140.142 g mol⁻¹
frontier orbital gap: 0.3493 hartree

In terms of stability, 3 leads; the second structure lies 0.862 eV higher.

--- 1 ---
Below is a cluster of 2 separate species, C6H8N2O2 in total, with properties calculated with ωB97M-V/def2-TZVPD.

The geometry in ORCA input format:
```
! RIJCOSX wB97M-V def2-TZVPD def2/J DEFGRID3
* xyz 0 1
C -0.21 -1.14 -0.36
C -1.49 -1.73 0.07
C -2.28 -0.77 0.67
C -1.24 1.19 -0.31
C 3.63 -0.31 0.63
C 3.66 0.95 0.21
H 0.55 0.75 -1.31
H -1.77 -2.76 -0.04
H -3.01 -1.25 1.47
H -2.84 1.30 1.02
H 3.20 -0.42 1.65
H 3.91 -1.11 0.09
H 3.29 1.74 0.85
H 4.16 1.27 -0.75
N -0.25 0.26 -0.76
N -2.16 0.57 0.50
O 0.84 -1.67 -0.63
O -1.21 2.37 -0.20
*
```

highest occupied orbital energy: -9.237 eV
SMILES: O=c1cc[nH]c(=O)[nH]1.C=C
lowest unoccupied orbital energy: 0.43 eV
M: 140.142 g mol⁻¹
frontier orbital gap: 0.3553 hartree

--- 2 ---
Below is a cluster of 2 separate species, C6H8N2O2 in total, with properties calculated with ωB97M-V/def2-TZVPD.

The geometry in ORCA input format:
```
! RIJCOSX wB97M-V def2-TZVPD def2/J DEFGRID3
* xyz 0 1
C -2.68 1.89 0.34
N -1.57 0.97 0.19
C -1.23 0.37 -1.01
C -0.08 -0.35 -0.81
O 0.72 -0.82 -1.78
C 0.18 -0.32 0.61
C -0.72 0.60 1.16
C 1.27 -0.92 1.29
N 2.31 -1.38 1.52
H -2.57 2.74 -0.35
H -3.62 1.37 0.11
H -2.72 2.26 1.37
H -1.85 0.48 -1.90
H -0.69 1.12 2.11
H 4.17 -1.64 0.00
H 1.60 -1.27 -1.43
O 4.00 -2.18 -0.86
H 3.47 -2.92 -0.55
*
```

highest occupied orbital energy: -8.489 eV
SMILES: Cn1cc(O)c(C#N)c1.O
lowest unoccupied orbital energy: 0.62 eV
M: 140.142 g mol⁻¹
frontier orbital gap: 0.3347 hartree

In terms of stability, 2 leads; the second structure lies 0.657 eV higher.